(1)
Entry from the OMol25 dataset: a cluster of 3 separate species, C11H22F4O11S3 in total (ωB97M-V/def2-TZVPD).

Cartesian coordinates (Å):
O -1.659 -0.544 -2.254
S -0.750 -0.804 -3.394
O -1.293 -1.138 -4.731
O 0.196 -2.160 -3.005
C 1.370 -1.709 -2.263
F 0.846 -1.610 -0.953
C 1.729 -0.359 -3.046
C 2.964 0.512 -2.568
C 2.970 0.890 -1.024
O 4.248 1.540 -0.760
C 1.867 1.996 -0.640
F 0.633 1.371 -0.441
F 1.811 3.042 -1.551
F 2.228 2.560 0.601
O 0.481 0.345 -3.313
H 2.113 -2.527 -2.500
H 2.110 -0.791 -4.039
H 3.054 1.456 -3.208
H 3.928 -0.068 -2.762
H 2.918 0.006 -0.323
H 4.595 1.821 -1.634
O -5.358 3.530 -0.623
S -4.601 4.478 0.148
O -4.265 5.778 -0.370
O -3.253 3.764 0.680
C -2.370 3.175 -0.280
C -1.597 4.227 -1.053
C -5.380 4.696 1.720
H -2.923 2.515 -0.954
H -1.667 2.553 0.276
H -2.262 4.830 -1.675
H -0.860 3.760 -1.710
H -1.085 4.909 -0.371
H -5.610 3.718 2.141
H -6.297 5.261 1.557
H -4.711 5.255 2.372
O 3.169 -4.329 2.902
S 1.973 -5.128 2.893
O 1.558 -5.852 1.721
O 0.738 -4.228 3.416
C 0.453 -3.003 2.733
C -0.197 -3.245 1.385
C 2.024 -6.258 4.251
H 1.362 -2.403 2.633
H -0.235 -2.442 3.367
H 0.487 -3.748 0.700
H -0.494 -2.301 0.924
H -1.077 -3.883 1.489
H 2.305 -5.717 5.154
H 2.771 -7.017 4.020
H 1.046 -6.723 4.362

For the orbital gap, the calculation gives 0.39109 Eh. For the LUMO energy, the calculation gives -0.03 eV. As for the HOMO energy: -10.668 eV. As for the net charge: 0.

***

(2)
Entry from the OMol25 dataset: a structure of composition C13H26AlBrCsFLiN2O10PS2 (ωB97M-V/def2-TZVPD).

Cartesian coordinates (Å):
N -6.124 0.465 5.108
P -4.774 1.349 5.644
H -5.930 -0.598 5.005
H -6.567 0.886 4.290
H -3.975 1.096 4.473
H -4.650 0.611 6.838
H -5.538 2.543 5.604
H -3.626 2.205 6.121
Li -2.251 1.538 5.801
C 1.292 3.785 2.815
C 2.239 3.701 3.997
C 1.809 2.675 5.030
C 0.497 3.025 5.562
N -0.526 3.265 6.013
H 0.292 4.102 3.129
H 1.654 4.521 2.077
H 1.213 2.807 2.318
H 2.311 4.692 4.464
H 3.233 3.447 3.632
H 2.527 2.641 5.851
H 1.757 1.668 4.577
O -0.098 -0.828 1.883
S -0.103 0.204 2.893
O 1.318 0.716 3.145
O -0.721 -0.289 4.129
O -0.870 1.407 2.370
Al -0.418 3.432 0.801
Br -5.525 -1.797 6.223
O 4.062 0.159 2.056
H 3.101 0.021 2.260
O 1.371 0.592 -1.289
S 1.948 1.028 -2.521
O 1.134 1.503 -3.594
O 2.929 -0.084 -3.063
C 2.404 -1.422 -3.260
C 1.518 -1.521 -4.484
C 3.166 2.249 -2.169
H 1.878 -1.753 -2.363
H 3.269 -2.070 -3.383
H 0.609 -0.933 -4.363
H 1.226 -2.556 -4.661
H 2.035 -1.140 -5.366
H 3.805 1.882 -1.370
H 2.634 3.144 -1.851
H 3.740 2.459 -3.068
F 3.275 0.430 3.840
Cs 4.328 5.042 3.401
C -1.645 -6.387 -7.418
C -0.952 -6.164 -6.306
C -0.658 -4.785 -5.846
O -0.024 -4.581 -4.833
C -1.168 -3.663 -6.673
C -1.861 -3.885 -7.785
C -2.156 -5.266 -8.246
O -2.788 -5.469 -9.258
H -1.869 -7.386 -7.771
H -0.572 -6.969 -5.689
H -0.944 -2.664 -6.320
H -2.241 -3.081 -8.402

For the orbital gap, the calculation gives 0.07299 Eh. For the LUMO energy, the calculation gives -3.56 eV. As for the HOMO energy: -5.542 eV. As for the net charge: 0.

***

(3)
Entry from the OMol25 dataset: the molecule C2H2ClNO2 (ωB97M-V/def2-TZVPD).

Cartesian coordinates (Å):
C -0.785 0.097 -0.787
C -0.150 -0.051 0.542
N 1.568 -0.476 0.343
O -0.768 1.165 -1.309
O 2.137 0.515 0.174
Cl -0.971 -1.387 1.283
H -1.130 -0.727 -1.367
H 0.098 0.864 1.120

For the orbital gap (spin up / spin down), the calculation gives 0.31447 / 0.31450 Eh. For the LUMO energy (spin up / spin down), the calculation gives -0.86 / -0.86 eV. The energy above the lowest of the compared OMol25 structures with the same formula, charge and spin is 79.42 kcal per mole. As for the HOMO energy (spin up / spin down): -9.414 / -9.413 eV. As for the net charge: 0.

***

(4)
Entry from the OMol25 dataset: the ion C2H6N5 with charge +1 (ωB97M-V/def2-TZVPD).

Cartesian coordinates (Å):
C -0.793 -0.135 -0.738
C 2.145 1.024 0.623
N 0.520 0.442 -0.464
N 0.847 1.060 0.655
N 1.561 -0.178 -1.026
N 2.582 0.258 -0.404
N -1.457 0.153 0.562
H -1.326 0.356 -1.412
H -0.505 -1.231 -0.930
H 2.631 1.477 1.487
H -0.546 0.487 1.212
H -2.143 0.823 0.349
H -1.942 -0.590 1.047

For the orbital gap, the calculation gives 0.41519 Eh. For the LUMO energy, the calculation gives -4.00 eV. The energy above the lowest of the compared OMol25 structures with the same formula, charge and spin is 70.89 kcal per mole. As for the HOMO energy: -15.302 eV. As for the net charge: +1.

***

(5)
Entry from the OMol25 dataset: a cluster of 3 separate species, C7H14BBr4N in total (ωB97M-V/def2-TZVPD).

Cartesian coordinates (Å):
C 4.253 -1.524 0.363
C 3.322 -0.793 0.159
C 2.153 0.053 -0.067
B 0.867 -0.630 0.614
N 0.522 -1.916 0.128
H 4.960 -2.307 0.496
H 1.960 0.093 -1.145
H 2.341 1.057 0.314
H 0.219 -0.079 1.450
H 0.825 -2.040 -0.829
H -0.450 -2.170 0.251
Br -3.125 -1.355 1.601
C -4.576 -2.294 0.714
C -4.210 -3.723 0.417
Br -2.977 -3.853 -1.083
H -4.814 -1.729 -0.181
H -5.418 -2.253 1.402
H -5.090 -4.290 0.123
H -3.727 -4.210 1.258
Br 0.232 3.508 0.826
C 1.169 4.728 -0.364
C 2.029 3.984 -1.350
Br 3.641 3.287 -0.520
H 1.745 5.399 0.264
H 0.393 5.288 -0.882
H 2.370 4.649 -2.141
H 1.511 3.136 -1.788

For the orbital gap, the calculation gives 0.35609 Eh. For the LUMO energy, the calculation gives 0.56 eV. As for the HOMO energy: -9.132 eV. As for the net charge: 0.

***

(6)
Entry from the OMol25 dataset: a structure of composition C10H16N2OS3 (ωB97M-V/def2-TZVPD).

Cartesian coordinates (Å):
C 1.314 3.480 -2.118
H 1.401 4.435 -2.136
C 2.497 2.599 -2.770
C 2.242 1.184 -2.965
H 2.952 0.665 -3.658
H 1.293 1.062 -3.470
S 2.220 0.660 -1.337
C 0.605 0.211 -1.085
N -0.233 0.535 -2.031
S -1.882 0.383 -1.429
C -1.147 -0.084 0.225
C 0.167 -0.142 0.162
C 0.676 -0.362 1.351
O 0.597 0.110 2.643
N 1.951 -1.150 1.200
H 2.284 -1.169 0.390
H 2.451 -1.047 2.047
S -2.683 -0.339 1.262
C -1.898 -1.604 2.659
C -1.345 -2.691 2.133
C -0.780 -3.648 3.114
H 0.140 -2.886 3.733
H -1.456 -3.813 4.026
H -0.324 -4.381 2.908
H -0.472 -2.834 1.233
H -2.223 -3.407 1.640
H -1.342 -0.836 3.025
H -2.661 -1.718 3.328
H 3.436 3.090 -2.375
H 2.540 3.153 -3.871
H 1.366 3.058 -1.141
H 0.394 3.122 -2.801

For the orbital gap, the calculation gives 0.30295 Eh. For the LUMO energy, the calculation gives -0.25 eV. The energy above the lowest of the compared OMol25 structures with the same formula, charge and spin is 235.05 kcal per mole. As for the HOMO energy: -8.494 eV. As for the net charge: 0.

***

(7)
Entry from the OMol25 dataset: a cluster of 9 separate species, C32H56ClN8O4 in total (ωB97M-V/def2-TZVPD).

Cartesian coordinates (Å):
Cl -0.936 0.277 0.452
O -1.339 -0.637 -0.545
O 0.280 -0.185 1.001
O -0.669 1.538 -0.194
O -2.006 0.428 1.407
C -5.178 -4.167 6.121
C -5.058 -4.898 4.773
C -5.409 -4.034 3.555
C -6.796 -3.554 3.570
N -7.885 -3.142 3.572
H -4.408 -3.400 6.206
H -5.233 -4.812 6.998
H -6.145 -3.664 6.107
H -5.700 -5.778 4.748
H -4.044 -5.298 4.770
H -5.265 -4.491 2.575
H -4.798 -3.139 3.442
C 3.210 5.489 -2.230
C 3.656 6.776 -1.547
C 3.671 8.004 -2.521
C 4.625 7.820 -3.654
N 5.374 7.695 -4.537
H 3.948 5.223 -2.987
H 2.241 5.531 -2.726
H 3.214 4.667 -1.514
H 4.610 6.689 -1.026
H 2.952 6.960 -0.737
H 4.012 8.869 -1.952
H 2.697 8.167 -2.984
C -2.277 1.521 -6.635
C -1.790 0.585 -5.481
C -0.269 0.574 -5.307
C 0.431 0.109 -6.574
N 0.959 -0.266 -7.545
H -3.343 1.742 -6.583
H -2.059 1.075 -7.605
H -1.737 2.467 -6.589
H -2.199 -0.423 -5.552
H -2.292 0.866 -4.555
H -0.015 -0.137 -4.521
H 0.157 1.520 -4.975
C 7.150 4.103 4.050
C 5.861 3.990 3.140
C 5.116 2.660 3.219
C 4.854 2.047 4.551
N 4.745 1.588 5.594
H 7.951 3.435 3.732
H 6.838 3.786 5.045
H 7.662 5.065 4.075
H 6.132 4.055 2.087
H 5.174 4.790 3.416
H 5.738 1.950 2.674
H 4.154 2.646 2.708
C -5.629 -4.206 -2.790
C -6.690 -3.258 -2.165
C -6.586 -1.821 -2.629
C -6.436 -1.660 -4.113
N -6.334 -1.446 -5.242
H -5.852 -4.380 -3.843
H -5.401 -5.128 -2.256
H -4.652 -3.723 -2.782
H -6.641 -3.273 -1.077
H -7.660 -3.683 -2.425
H -5.643 -1.409 -2.270
H -7.393 -1.204 -2.234
C 0.098 6.079 3.509
C -0.617 5.152 4.452
C -1.717 5.830 5.321
C -1.137 6.775 6.290
N -0.697 7.528 7.047
H -0.530 6.573 2.768
H 0.822 5.520 2.917
H 0.625 6.858 4.059
H 0.082 4.690 5.150
H -1.010 4.341 3.838
H -2.347 5.166 5.913
H -2.357 6.466 4.710
C -0.945 -8.616 0.613
C -0.534 -7.172 1.001
C -0.835 -5.984 0.002
C -0.299 -6.243 -1.352
N 0.107 -6.443 -2.414
H -0.669 -9.324 1.395
H -0.376 -8.847 -0.288
H -2.000 -8.632 0.341
H 0.542 -7.220 1.170
H -0.826 -6.940 2.025
H -0.459 -5.065 0.453
H -1.892 -5.728 -0.079
C 6.039 -3.686 -2.543
C 4.570 -3.271 -2.615
C 4.270 -1.943 -1.870
C 5.158 -0.796 -2.114
N 5.882 0.077 -2.278
H 6.345 -3.868 -1.513
H 6.785 -3.038 -3.003
H 6.133 -4.650 -3.043
H 4.003 -4.050 -2.106
H 4.342 -3.204 -3.679
H 4.586 -2.150 -0.848
H 3.214 -1.676 -1.911

For the orbital gap, the calculation gives 0.29581 Eh. For the LUMO energy, the calculation gives 1.62 eV. The energy above the lowest of the compared OMol25 structures with the same formula, charge and spin is 48.87 kcal per mole. As for the HOMO energy: -6.431 eV. As for the net charge: -1.

***

(8)
Entry from the OMol25 dataset: a structure of composition C31H39N5SSn (ωB97M-V/def2-TZVPD).

Cartesian coordinates (Å):
Sn 0.679 -0.680 0.082
N 4.556 2.473 1.612
N 2.131 -2.084 -2.173
C -2.032 1.657 -0.147
C -1.230 2.525 -0.905
C -0.396 3.297 0.009
C 0.476 4.303 -0.322
H 0.693 4.505 -1.364
H 2.753 3.452 0.093
H 0.920 4.906 0.463
C -0.628 2.731 1.333
C 0.211 3.056 2.498
H 0.035 4.081 2.864
H 1.272 2.985 2.210
H 0.030 2.363 3.329
C -1.669 1.797 1.240
C -2.244 1.043 2.386
H -1.466 0.520 2.964
H -2.978 0.307 2.051
H -2.754 1.730 3.081
C -1.165 2.661 -2.367
H -1.838 3.446 -2.748
H -1.432 1.721 -2.871
H -0.142 2.931 -2.662
C -3.053 0.728 -0.704
H -3.320 -0.058 0.011
H -2.690 0.241 -1.620
H -3.977 1.270 -0.966
C 5.622 1.952 2.199
H 6.242 2.618 2.808
C 5.983 0.588 2.083
H 6.850 0.236 2.632
C 5.232 -0.231 1.225
H 5.446 -1.297 1.155
C 4.249 0.344 0.438
H 3.733 -0.199 -0.360
C 3.911 1.732 0.649
C 2.901 2.391 -0.058
H 2.371 1.853 -0.845
C 0.896 -1.886 -1.756
C 2.089 -2.503 -3.486
H 2.993 -2.734 -4.043
C 0.785 -2.613 -3.877
H 0.368 -2.918 -4.824
N 0.000 -2.217 -2.792
C -1.425 -2.301 -2.739
C -2.181 -1.869 -3.852
C -3.555 -2.149 -3.892
H -4.134 -1.853 -4.769
C -4.205 -2.754 -2.817
C -5.664 -3.094 -2.892
H -6.146 -2.970 -1.917
H -5.805 -4.138 -3.201
H -6.177 -2.459 -3.621
C -3.464 -3.050 -1.678
H -3.975 -3.449 -0.800
C -2.077 -2.878 -1.628
C -1.382 -3.290 -0.368
H -0.402 -3.758 -0.506
H -2.023 -4.013 0.162
H -1.280 -2.436 0.331
C -1.613 -1.018 -4.939
H -0.851 -1.516 -5.547
H -1.199 -0.078 -4.548
H -2.438 -0.754 -5.617
S 1.842 -1.749 2.065
C 1.569 -0.751 3.453
N 2.302 0.320 3.843
C 2.173 0.586 5.268
C 1.090 -0.393 5.710
N 0.748 -1.077 4.473
H 3.011 0.748 3.257
H 1.884 1.627 5.448
H 3.120 0.385 5.785
H 0.219 0.114 6.137
H 1.475 -1.113 6.445
H 0.150 -1.895 4.431

For the orbital gap (spin up / spin down), the calculation gives 0.09090 / 0.11796 Eh. For the LUMO energy (spin up / spin down), the calculation gives 4.02 / 4.02 eV. As for the HOMO energy (spin up / spin down): 1.548 / 0.810 eV. As for the net charge: -2.